{"formula": "C23H43As3CrOS5", "method": "the ωB97M-V functional and the def2-TZVPD basis", "elements": ["As", "H", "O", "C", "C", "C", "H", "H", "H", "H", "As", "H", "H", "C", "H", "H", "C", "H", "H", "H", "C", "C", "H", "C", "H", "H", "C", "C", "H", "C", "As", "H", "S", "H", "H", "C", "C", "H", "H", "H", "S", "H", "C", "H", "H", "H", "C", "S", "C", "C", "H", "H", "H", "H", "H", "H", "H", "S", "H", "H", "H", "Cr", "C", "H", "S", "C", "H", "H", "H", "H", "H", "C", "C", "C", "H", "C"], "coordinates": [[0.92252, -0.75683, 0.22581], [4.86467, 0.46111, -1.65316], [3.08766, 1.47700, 0.27098], [-0.71227, 2.53873, 2.73866], [-1.55262, -3.40257, 0.72887], [1.20962, 3.19902, -2.87320], [0.10963, 3.92917, -4.59632], [-2.04740, -1.13663, -1.82886], [-4.34529, 3.66488, 3.55788], [4.25168, 4.22103, 0.76907], [-2.78620, -0.45366, 0.48494], [1.85963, 3.89716, -4.83025], [0.96986, -5.29170, -0.43303], [-1.41312, -3.88606, -1.75406], [-0.63228, -4.64365, -1.68692], [-4.50278, 0.14525, -1.30308], [0.15261, -2.26817, -0.78126], [5.74095, 3.79378, -0.13599], [0.83566, -3.07168, -0.52682], [-3.12026, 1.28373, -1.31429], [0.95603, -1.48216, 2.03149], [1.02089, 3.36819, -4.36936], [1.51062, 5.73661, -3.62293], [-1.27344, -2.80806, -0.67062], [5.62839, 0.79691, -0.07296], [-2.60917, -3.68708, 0.77526], [-3.33126, 3.35424, 3.33411], [5.27270, 1.23627, -1.00559], [-1.46933, -6.39625, -0.45483], [1.03972, -5.27190, 0.65207], [-0.68105, -4.97960, 1.55301], [1.76896, -4.52134, 0.95601], [1.66599, 4.02957, -0.31772], [-4.92492, -0.69136, 1.80547], [2.82696, -2.41046, -0.21280], [-2.94965, 3.12740, 2.02654], [1.43743, 4.23586, -2.05356], [-2.38295, -4.38571, -1.67366], [-1.34787, -7.36509, 1.02853], [-4.06681, -2.23446, 1.82043], [1.09365, 1.53501, -2.27454], [-1.34954, -3.42631, -2.74323], [-1.64323, 2.72258, 1.70507], [0.35908, -1.99617, -1.82186], [-2.68583, 3.36613, 5.39268], [2.45063, 6.13081, -2.17420], [2.73018, -1.32668, -0.28841], [3.91805, 2.37963, -0.66510], [-3.81373, 0.72919, -0.68843], [-4.36341, -1.39611, 1.19064], [-3.28523, -2.24077, -1.23094], [3.44827, -0.83458, 0.36004], [6.07285, 1.76923, -1.52285], [2.90896, -1.00487, -1.31442], [-4.37222, 1.44611, -0.08537], [1.38943, -6.24459, 1.00129], [0.99181, -2.57279, 2.01325], [0.90085, 1.97750, 2.38169], [-1.42113, -2.61969, 1.47648], [0.93531, 2.39421, -4.84934], [0.08687, -1.13750, 2.58790], [0.97687, 1.79957, 0.05948], [-1.65690, -6.40395, 0.61738], [0.69898, 6.25428, -2.13876], [-1.19279, 2.47475, 0.03828], [1.52950, 5.66229, -2.53473], [-2.72583, -6.28260, 0.79470], [1.84387, -1.08495, 2.52049], [-3.65809, 3.26635, 1.21673], [-0.38737, 2.63827, 4.85451], [-5.00133, -1.75322, 0.38001], [-2.34909, -1.73853, -0.96633], [-1.11511, 2.77959, 4.06331], [4.88867, 3.41059, 0.42824], [5.21520, 2.79322, 1.26558], [-2.40168, 3.18256, 4.36285]], "e_tot_ev": -291711.216, "s2": 0.79, "gap_ev": [5.5790, 5.7205], "homo_ev": [-3.240, -3.382], "multiplicity": 2, "lumo_energy_ha": [0.0859, 0.0859], "largest_force_ev_per_a": 1.12, "de_lowest_ev": 0.218, "total_charge": -1}

***

{"formula": "C23H43BClFIN3O7PS2", "method": "the ωB97M-V functional and the def2-TZVPD basis", "elements": ["C", "F", "C", "H", "H", "H", "C", "H", "H", "H", "H", "H", "O", "N", "H", "O", "I", "B", "H", "H", "H", "C", "H", "C", "S", "C", "H", "H", "H", "O", "H", "H", "H", "C", "H", "H", "H", "C", "H", "C", "N", "H", "C", "C", "C", "N", "H", "C", "H", "H", "H", "H", "C", "H", "H", "C", "C", "H", "H", "C", "P", "C", "H", "H", "Cl", "H", "H", "C", "H", "H", "O", "S", "O", "O", "O", "C", "H", "C", "C", "H", "C", "H", "H"], "coordinates": [[-5.69173, 2.69307, -0.67685], [0.23428, -7.26920, -2.69840], [-8.37531, 1.53072, -1.69600], [0.73833, -2.46429, -0.78752], [-0.54207, 1.77792, 0.19148], [1.19036, 3.37469, 5.45769], [-0.32679, -2.59172, -0.66244], [0.58383, 5.07182, 3.99466], [2.56616, 3.55141, 4.41955], [3.21239, -1.42967, 0.20305], [-1.59257, -1.73952, 0.86132], [1.14540, 4.23772, 2.56534], [2.45334, -3.48624, -1.98056], [3.20182, -2.86431, 4.25453], [0.22782, -2.66770, 2.68700], [1.38324, 1.82956, 4.19262], [-0.06083, -0.90082, 4.78649], [1.71896, 1.31499, 2.96637], [4.93703, 1.45595, -0.98220], [-8.38102, 2.36467, -0.99752], [2.68093, 0.83443, -1.63707], [3.36665, 0.05703, -1.29902], [-0.86564, -1.86617, -1.27367], [1.15068, -6.37430, -3.13694], [-3.48845, 0.58626, -0.88200], [2.56578, -6.78361, -2.78805], [-0.61938, -3.57098, -1.02303], [3.76562, 0.19894, 0.78882], [5.99682, 3.51661, -2.27884], [2.66193, -1.13280, 2.66573], [1.02881, -0.48181, -0.26156], [-1.04794, 0.16057, -0.21982], [-0.80820, 1.38160, 2.57559], [1.52507, 3.21857, 4.43153], [4.72650, 3.00831, -3.41922], [-5.10264, 4.29108, 0.62135], [-4.74224, 2.78396, -1.20835], [2.24165, -4.60343, -2.29844], [-6.42017, 3.26958, -1.24560], [-0.72782, -2.38658, 0.81172], [-6.16209, 1.31105, -0.58707], [3.45771, 2.18126, 2.76662], [-1.14738, 0.93895, 0.53174], [-2.62518, 1.40246, 0.50872], [-0.75080, 0.49410, 1.93789], [5.22210, 0.58379, -2.88912], [-2.69641, 2.47573, 0.34872], [-5.15992, 0.37986, -0.25318], [1.56574, 1.09530, 0.30484], [-0.34035, 3.68607, 3.43590], [3.06090, -7.34769, -3.57355], [-5.07149, 2.69123, 1.40786], [-6.97822, 0.89839, -1.73685], [0.98010, -6.19034, -4.19959], [-1.52410, -0.16191, 2.33502], [2.88627, -1.93016, 3.62970], [6.24793, 1.54265, -3.03615], [-9.12466, 0.81760, -1.36751], [-6.61752, 3.48566, 1.07873], [0.66517, 4.08752, 3.52960], [0.95831, -0.36464, 2.24535], [0.42761, -2.13307, 1.76645], [3.18825, -0.81196, -1.93556], [5.44387, -0.24997, -0.94318], [-1.48037, -4.00406, 1.33896], [5.67144, -0.29690, -3.12472], [-8.65215, 1.93370, -2.66818], [3.06452, -0.35373, 0.16953], [-6.47255, 1.07871, -2.69029], [-3.11940, 1.10914, 1.43125], [3.19995, -5.51897, -2.59897], [-5.50836, -0.92678, 0.64103], [2.67615, 2.01656, 2.22781], [7.42672, 1.25622, -3.05295], [1.00518, -5.16384, -2.42782], [1.61562, 0.02488, 0.50000], [2.59099, -7.35116, -1.85674], [4.81438, 0.47943, -1.45216], [-5.60632, 3.33022, 0.70974], [-7.10672, -0.17655, -1.64255], [5.78772, 2.97112, -3.19722], [1.31902, -2.61683, 1.36498], [6.35775, 3.43070, -3.99878]], "e_tot_ev": -98329.814, "gap_ev": 6.1459, "homo_ev": -4.598, "lumo_energy_ha": 0.0569, "largest_force_ev_per_a": 2.81, "total_charge": -1}

***

{"formula": "C23H43BN2O6", "method": "the ωB97M-V functional and the def2-TZVPD basis", "elements": ["H", "H", "H", "C", "H", "C", "H", "C", "H", "O", "H", "H", "H", "H", "N", "H", "H", "H", "H", "H", "C", "H", "H", "C", "C", "H", "N", "H", "O", "H", "C", "H", "H", "H", "H", "H", "C", "C", "H", "C", "C", "O", "H", "B", "O", "H", "H", "C", "H", "O", "C", "H", "H", "C", "C", "C", "O", "H", "H", "H", "C", "H", "H", "C", "H", "H", "H", "C", "H", "C", "C", "C", "H", "C", "H"], "coordinates": [[6.73204, -0.67578, 4.02636], [-4.81983, 0.43269, -3.87062], [-2.08772, 2.65575, 1.19933], [8.60497, -2.91047, 2.44969], [-1.31611, -0.16778, 3.26276], [-0.98143, -1.00402, -0.99236], [8.22817, 0.38320, 2.35130], [-6.81806, -0.21431, -3.46512], [-1.38064, -2.04125, -0.65425], [-4.44587, 0.33020, -1.41075], [3.57296, -0.89125, -0.36582], [8.68194, -4.27344, 4.12330], [-6.02640, 1.63621, -4.27398], [9.27385, -2.26287, 1.87316], [2.24874, -0.41814, 4.15984], [4.92706, -2.27272, 1.70301], [-1.83426, 4.41667, 1.71673], [-1.80654, -0.69426, -3.07656], [-5.37906, 0.44320, 1.81270], [-7.68547, -0.49391, -6.00005], [9.34928, -3.59637, 3.58250], [-7.83580, -0.11438, -3.84818], [-1.93348, 0.83247, -2.00050], [1.80054, 0.33074, 3.31065], [-5.81603, 0.56208, -4.30250], [0.04369, -1.23274, -1.48827], [2.00357, 1.49379, -1.28189], [9.74356, -2.87999, 4.30607], [-4.25882, 2.24405, -0.13438], [-1.29075, 0.90681, 0.08505], [-0.79467, -0.10655, 0.37123], [1.33158, -1.94738, 1.88834], [1.57882, 1.93883, 1.80194], [8.24031, -3.67282, 1.75466], [-0.36765, 4.78924, -0.14211], [9.62391, -0.43830, 3.04404], [-3.51529, -0.77709, -1.55353], [-0.23888, 3.72435, 0.30411], [-6.57189, -1.28043, -3.46549], [0.96342, 1.00572, 2.11976], [0.74631, 0.04773, 0.82550], [-1.43200, 0.79435, 3.43506], [-4.22007, -0.89467, 1.26154], [-0.40662, 1.58190, 2.79853], [7.46532, -2.17736, 2.88159], [-8.38258, 1.59649, -7.16888], [10.19006, -4.17347, 3.18992], [-4.36915, 0.23983, 1.29160], [8.75111, 0.75243, 4.01161], [-5.73510, 0.11387, -5.65056], [1.55743, -1.36123, 0.91048], [8.07552, -1.53095, 4.75409], [-3.46087, -1.45895, -0.63023], [-7.48445, 1.59548, -6.54543], [-2.02293, -0.31788, -2.01098], [1.45998, 0.84668, -0.40735], [-0.65425, 3.02757, 2.76289], [4.26660, -0.65939, 2.57960], [-1.45235, -0.64758, 1.16240], [0.86455, 3.61431, 0.61409], [4.16030, -1.40464, 1.70678], [-0.40622, 3.00446, -0.59106], [-6.73879, 2.25661, -6.99970], [7.70432, -1.12520, 3.80775], [1.25740, -2.10127, 0.06570], [-6.69121, -0.19208, -7.40945], [-3.56353, 0.72917, 1.94932], [-4.34077, 0.96828, -0.13551], [-3.91407, -1.43970, -2.41819], [-6.93304, 0.18575, -6.41256], [3.16555, -1.17716, 0.68384], [-1.27051, 3.42482, 1.50379], [-7.75027, 2.02244, -5.57682], [8.63178, -0.04611, 3.27454], [-6.81117, 0.14572, -2.43409]], "e_tot_ev": -40482.597, "gap_ev": 7.8478, "homo_ev": -7.959, "smiles": "C=CC[C@@](C#N)(CCCCOC(C)=O)[C@H](C#N)B(O)OCC.CCOCC.CCOCC", "lumo_energy_ha": -0.0041, "largest_force_ev_per_a": 6.86}

***

{"formula": "C23H43Cl22N4O3", "method": "the ωB97M-V functional and the def2-TZVPD basis", "elements": ["N", "Cl", "Cl", "Cl", "H", "H", "Cl", "H", "C", "H", "H", "Cl", "C", "Cl", "C", "H", "H", "H", "H", "Cl", "Cl", "C", "Cl", "H", "N", "O", "H", "H", "H", "C", "C", "O", "H", "C", "C", "H", "H", "H", "C", "H", "Cl", "Cl", "C", "H", "H", "H", "H", "H", "N", "H", "H", "H", "H", "C", "C", "H", "H", "H", "Cl", "Cl", "Cl", "Cl", "H", "H", "Cl", "H", "C", "H", "H", "H", "C", "C", "H", "H", "Cl", "Cl", "C", "C", "N", "C", "Cl", "O", "H", "C", "H", "C", "Cl", "H", "H", "C", "C", "H", "C", "Cl", "Cl"], "coordinates": [[2.28094, 2.62535, 1.07785], [-0.80026, -1.99416, -2.67995], [3.56314, 0.06496, -5.14243], [-1.21403, 0.80760, 4.62010], [1.43831, 3.42128, -5.14478], [4.23985, 1.22585, 1.86704], [8.86349, -5.64732, 1.95837], [2.50156, 3.19044, -3.71782], [3.19584, 3.76699, 3.16535], [-1.65032, 0.49156, 2.19697], [-1.25763, 3.61018, 1.91602], [-1.65588, -1.99464, 3.91809], [-3.19902, 7.18519, 2.26315], [-4.98863, 0.06006, -1.54842], [-2.20714, 3.11583, 1.65413], [-0.57879, -1.11839, 5.81813], [-3.21726, 7.81248, 1.37930], [-3.59724, 2.66798, -6.97948], [3.44621, 4.29360, 4.06525], [-1.93761, 1.49783, -5.78229], [0.68122, -0.16903, -5.62142], [-1.13992, 1.04396, 1.40789], [2.65224, -4.09042, 0.83429], [3.66735, -3.61123, 5.24150], [1.75989, 0.63413, -0.01411], [-1.98315, 1.99549, 0.81386], [-0.73871, 0.43124, -0.66792], [-5.29054, 0.58981, 0.72299], [0.30581, 3.12550, 0.54795], [2.95432, 3.32446, 2.07323], [0.40151, 3.55154, -3.23018], [1.57904, 3.29822, -1.10254], [1.44881, 4.47439, 0.51944], [-0.77754, -5.65359, 0.35949], [-1.44983, -0.83545, 5.23773], [0.99229, -1.31635, 0.11245], [3.36766, -5.60202, 2.49050], [-3.50277, 7.75739, 3.13224], [-0.66598, 0.01247, 0.34032], [2.35952, 0.20929, -0.71016], [1.50577, -3.67376, 6.16726], [8.90257, -3.90465, -0.38995], [1.31557, 3.42083, 0.24158], [1.01353, -0.49189, 1.66832], [-3.12692, -2.02555, -3.04723], [-0.50675, 2.95655, -1.37764], [7.91703, -3.51006, 1.70939], [-8.74190, -1.50597, -1.11410], [4.92568, -1.89635, 2.76825], [7.04359, -4.74954, 0.77591], [0.47890, 4.62851, -3.04304], [0.29267, -5.59219, 0.51887], [-3.90704, 2.65337, -5.22939], [2.47143, 1.35295, 0.93073], [2.27338, -0.88586, -5.89537], [-0.58902, 3.32998, -3.64880], [2.40437, -3.75257, 3.99606], [4.58582, -4.35037, 2.15753], [-4.71211, 0.71795, -6.29340], [-6.29178, 2.40621, -0.38764], [3.00465, -5.84332, 4.89758], [-8.59514, -3.41421, 0.25383], [-1.27785, -0.88847, 0.45431], [-2.33624, -0.85016, 5.86162], [-4.33427, 5.85003, 2.03655], [-2.73406, 2.83110, 2.57695], [2.73537, -4.09600, 4.97179], [-4.08877, 1.64240, -0.05565], [2.45450, -0.93533, -6.96307], [2.28299, -1.88290, -5.46915], [-3.58814, 2.06199, -6.08060], [1.51310, 2.98753, -4.14145], [-2.34015, -3.51619, -3.61182], [-2.81715, 3.84861, 1.10399], [-1.54425, 6.60560, 2.51481], [-2.25101, -1.79635, -5.21605], [4.46210, -1.23586, 1.95403], [-8.00428, -1.89210, -0.41966], [3.38201, 0.67964, 1.74401], [3.86982, -5.03428, 1.71341], [-1.51620, -6.44761, 1.75226], [3.76965, -0.52041, 1.07527], [1.34207, 1.90871, -4.23238], [-2.26968, -2.43507, -3.57072], [0.61671, 1.74743, -2.07174], [0.46566, 2.81497, -1.86795], [-1.41229, -4.01616, 0.13172], [-0.23143, 1.48090, 1.87040], [-7.06794, -2.07599, -0.93380], [0.81151, -0.34670, 0.59644], [8.02032, -4.37816, 1.06675], [-0.99037, -6.23529, -0.53034], [-5.05498, 1.16331, -0.16593], [-7.72858, -0.68367, 0.84249], [4.72977, -6.14326, 0.64401]], "e_tot_ev": -312131.823, "gap_ev": 8.0310, "homo_ev": -12.272, "lumo_energy_ha": -0.1558, "largest_force_ev_per_a": 1.78, "total_charge": 1}